# C15H12ClHfNO2

C15H12ClHfNO2 as an isolated structure in a non-equilibrium geometry (the ωB97M-V functional and the def2-TZVPD basis, OMol25).

```
32
Properties=species:S:1:pos:R:3:mulliken_charge:R:1
Hf -0.60218 1.17637 -0.97069 1.017
Cl -3.20714 1.64695 -2.17872 -0.218
O -2.48286 1.62151 1.47888 -0.098
O -1.67827 -1.65896 -1.72229 -0.119
N 0.47499 -0.26550 0.40808 -0.687
C -1.82346 1.45497 0.53148 0.436
C 1.14712 -3.61820 1.02647 -0.389
C 0.73057 -1.19947 1.04111 0.342
C -0.29252 2.66914 -2.93820 -0.453
C 0.78911 1.76198 -2.90294 -0.525
C -1.21666 4.55527 -1.42523 -1.205
C 0.54836 -3.77603 3.75446 -0.628
C 1.15844 -4.85820 1.67404 -0.614
C 0.88461 3.07519 -1.02658 -0.694
C -0.25708 3.47001 -1.76632 0.622
C 0.83778 -2.45141 1.74186 0.708
C -1.23544 -0.62105 -1.42703 0.293
C 1.52438 2.01681 -1.72437 -0.325
C 0.85742 -4.93751 3.03740 -0.346
C 0.53501 -2.53419 3.10917 -0.380
H 0.85508 -5.89935 3.53357 0.420
H 1.20454 3.49890 -0.08901 0.475
H 0.30407 -3.84358 4.80680 0.422
H 1.35739 -3.57079 -0.03509 0.423
H -1.35438 4.63172 -0.34797 0.352
H -1.08518 2.67966 -3.66397 0.496
H -0.86466 5.52472 -1.78830 0.348
H -2.18465 4.34998 -1.87889 0.330
H 2.40970 1.49485 -1.40321 0.573
H 1.38629 -5.75630 1.11644 0.424
H 0.27006 -1.64516 3.66845 0.429
H 1.00955 1.00767 -3.63937 0.569
```

Results
Frontier orbital gap   5.004 eV
Multiplicity   1
Charge   +2
E_LUMO   -11.09 eV
E_HOMO   -16.09 eV

***

# C38H72BN4O34

A 11-piece molecular cluster, C38H72BN4O34 overall in a non-equilibrium geometry (the ωB97M-V functional and the def2-TZVPD basis, OMol25).

```
149
Properties=species:S:1:pos:R:3:mulliken_charge:R:1
O -7.29867 4.34002 -3.77458 -0.291
O 3.91180 6.02845 1.98177 -0.299
O 3.76285 5.29419 -0.21349 -0.593
O -5.67357 -4.00445 13.57383 -0.347
O 4.95670 4.91600 -7.61885 -0.645
O -8.17164 -1.36587 -9.70727 -0.578
O -0.54995 -0.28560 4.72351 -0.598
O 0.05285 -1.01348 -1.86426 -0.654
O -0.54614 2.51176 3.67885 -0.684
O 0.31423 1.46214 1.84358 -0.477
O -6.76180 -5.89157 13.99381 -0.260
O 9.11939 -6.93605 -0.42464 -0.305
O 0.52901 -0.68907 2.75941 -0.477
O -0.59204 10.31821 9.01357 -0.333
O -7.51426 -1.05876 -7.52384 -0.340
O 2.00534 0.09300 0.90092 -0.441
O -2.83785 10.28626 8.35513 -0.566
O 2.85241 -11.30655 -8.43552 -0.298
O 7.83531 -1.42074 -9.36116 -0.610
O -9.58167 -0.55910 -8.14689 -0.342
O 9.37735 -6.48448 1.90872 -0.571
O 10.85579 -7.74598 0.68407 -0.321
O -1.70088 12.25828 8.68561 -0.278
O 2.21687 6.63100 0.79240 -0.328
O 2.59936 -9.35839 -7.44892 -0.312
O -7.32036 -4.65255 12.21238 -0.555
O -7.98075 4.66164 8.04890 -0.657
O 7.63529 -1.19916 -7.15560 -0.306
O -7.12562 5.64573 -1.91494 -0.623
O 5.83269 -1.49653 -8.27646 -0.269
O -0.22798 -0.28719 0.26201 -0.414
O -7.79403 3.52556 -1.97034 -0.317
O 2.91865 -0.29633 -1.15166 -0.606
O 1.39340 -9.71256 -9.33056 -0.544
N 5.23675 4.33472 -5.47852 -0.413
N 3.95923 5.95231 -5.90297 -0.398
N -6.40368 3.15503 7.45481 -0.366
N -5.81228 5.16758 7.96899 -0.338
C 4.69190 5.04586 -6.45231 0.657
C 5.18808 4.09861 2.50962 -1.124
C -5.49960 -0.00080 -8.16334 -1.050
C -6.83309 -7.10037 16.02107 -1.163
C -7.38001 4.59318 -2.50316 0.775
C -0.17766 1.47122 3.03466 0.595
C 9.78648 -7.01395 0.85834 0.735
C 3.57736 -0.87230 -9.09456 -0.901
C 1.25721 6.36518 -0.17524 -0.574
C -0.02369 0.06016 3.68218 0.593
C -6.93567 5.32733 -4.72427 -0.692
C 3.39334 5.92723 0.77353 0.782
C 7.78190 -6.37159 -0.49278 -0.716
C -8.36712 -1.10015 -8.51382 0.778
C 0.55407 -0.66716 -0.75263 0.667
C 7.18408 -1.39287 -8.32187 0.781
C 9.05868 -0.93490 -6.98627 -0.641
C -9.99707 -0.30366 -6.77695 -0.591
C -1.84872 10.91836 8.72718 0.695
C -6.61110 -4.91496 13.13891 0.703
C -6.28100 2.60500 -0.17823 -0.965
C -6.16264 -1.30395 -7.68347 -0.315
C -7.61644 3.29126 -0.49910 -0.238
C -5.37672 -2.90234 12.70768 -0.675
C -2.86954 13.06679 8.51139 -0.627
C 5.28494 5.64256 2.23977 -0.154
C 2.17226 -10.09940 -8.48101 0.691
C 2.55422 -12.36186 -9.26223 -0.310
C -0.18110 8.97910 8.63069 -0.243
C 11.63870 -8.31420 1.75868 -0.217
C 1.99437 -0.29893 -0.36793 0.523
C -6.16838 -5.94594 15.27096 -0.165
C 10.91769 -9.46310 2.47398 -1.075
C 0.35413 9.13194 7.16239 -0.955
C 3.21676 -12.32460 -10.66563 -0.971
C 2.09314 -8.06604 -7.17093 -0.596
C 4.93323 -1.62198 -9.40713 -0.365
C -6.80334 4.39338 7.82478 0.645
B 0.65268 0.07972 1.44486 0.965
H 4.80234 4.41830 -4.57055 0.169
H -5.90129 6.03437 8.47971 0.187
H -5.74086 0.91218 -7.61896 0.281
H -5.41214 3.11222 7.26742 0.148
H -5.61726 0.12186 -9.24000 0.305
H -10.49967 -1.17790 -6.36318 0.268
H 0.94290 5.32348 -0.11065 0.273
H 5.76829 3.52021 -5.75080 0.215
H 10.06251 -9.03685 2.99847 0.307
H -4.44988 -0.19091 -7.93963 0.370
H -5.58916 -1.64543 -6.82172 0.380
H -5.95695 3.09632 0.73921 0.304
H 2.35532 -7.73007 -6.16769 0.222
H 0.82561 8.16740 6.97408 0.355
H -3.47743 12.80883 7.64420 0.293
H 0.39530 6.94342 0.15770 0.216
H -5.51139 2.88547 -0.89735 0.298
H 7.04401 -6.95585 -1.04258 0.280
H 2.69459 -13.04902 -11.29066 0.313
H -7.25483 6.31753 -4.39910 0.330
H 5.90921 5.90033 1.38424 0.298
H 7.92217 -5.42383 -1.01255 0.280
H 2.79273 -13.25822 -8.68973 0.297
H 7.24789 -5.97024 0.36853 0.333
H -8.50456 2.75751 -0.16082 0.307
H 1.16307 9.85730 7.07538 0.281
H 4.07654 6.14993 -4.91946 0.194
H -0.42783 9.47071 6.48277 0.281
H -6.01279 -2.15331 -8.34999 0.296
H -5.84714 5.28700 -4.76377 0.280
H 5.62282 6.10117 3.16907 0.243
H -9.18746 -0.02848 -6.10100 0.283
H 2.52578 -7.37672 -7.89603 0.271
H -5.07939 -5.92929 15.22703 0.308
H -0.89425 8.17427 8.80897 0.311
H 3.10905 -11.35232 -11.14643 0.310
H 9.17761 -0.81168 -5.90981 0.228
H 6.12102 3.61132 2.79294 0.375
H 11.52400 -9.92980 3.25031 0.372
H -7.90763 -7.24350 15.90710 0.304
H -4.40368 -2.47567 12.95108 0.274
H 3.42598 6.44752 -6.60334 0.221
H -7.65681 4.21803 0.07324 0.296
H 4.75244 -2.69613 -9.44725 0.281
H 11.89770 -7.48782 2.42059 0.322
H 12.58431 -8.71935 1.39843 0.286
H 1.00780 -8.10769 -7.26261 0.299
H -6.22082 1.52841 -0.01876 0.293
H -6.96625 2.31640 7.43688 0.197
H -7.46840 5.19060 -5.66534 0.241
H 3.99004 0.03893 -8.66159 0.265
H -2.58725 14.11808 8.45478 0.237
H 3.01954 -1.33579 -8.28085 0.269
H 9.22402 0.03372 -7.45800 0.314
H -6.19054 -2.21281 12.48329 0.290
H -6.39487 -8.00276 15.59475 0.311
H -4.91230 5.04323 7.52778 0.185
H -6.47732 -7.10563 17.05137 0.370
H 4.25748 -12.63732 -10.58075 0.278
H 1.46570 -12.35880 -9.31900 0.350
H -10.79374 0.44025 -6.77280 0.253
H 10.63384 -10.20085 1.72348 0.290
H 9.74178 -1.66814 -7.41503 0.288
H -3.51528 12.96612 9.38373 0.296
H 4.87265 3.51138 1.64720 0.320
H -5.15656 -3.36457 11.74542 0.299
H -6.47685 -4.96916 15.64360 0.306
H 2.99878 -0.50722 -9.94313 0.330
H 5.30406 -1.38388 -10.40407 0.338
H 4.47464 3.80711 3.28043 0.316
H 0.57036 8.78567 9.39619 0.252
H 1.56451 6.64050 -1.18414 0.254
```

Results
Frontier orbital gap   9.071 eV
Multiplicity   1
Charge   -1
E_LUMO   1.73 eV
E_HOMO   -7.34 eV

***

# C20H50BrN2O10

A 8-piece molecular cluster, C20H50BrN2O10 overall in a non-equilibrium geometry (the ωB97M-V functional and the def2-TZVPD basis, OMol25).

```
83
Properties=species:S:1:pos:R:3:mulliken_charge:R:1
Br -4.25035 -1.52699 0.66016 -0.156
O 4.28537 -1.55749 -0.11645 -0.560
O -4.01679 -7.08085 1.33419 -0.453
O 0.89988 1.24201 1.76128 -0.779
O -0.42426 -4.66701 -1.00644 -0.642
O 0.34363 -0.72937 2.58736 -0.750
O 2.88697 7.04439 -1.18252 -0.475
O 0.10259 4.25965 -2.97537 -0.539
O -0.49468 -0.63263 -4.67428 -0.349
O 2.84009 0.28412 4.39184 -0.572
O 6.48683 2.92137 -0.64105 -0.537
N -2.27523 -0.19706 2.24507 0.356
N -1.47680 -2.61447 -0.87911 0.702
C -2.24251 -0.05752 4.64128 -0.861
C 3.98278 7.47382 -0.37731 -0.524
C 4.99917 -0.34426 0.09535 -0.433
C -0.72219 -1.79407 0.08317 -1.223
C -2.36447 -4.63494 0.31456 -1.129
C -1.14960 -0.30748 -0.03605 -0.947
C 0.09347 0.30144 1.95544 0.097
C -4.13744 1.32822 1.36734 -0.258
C -4.22131 -7.23374 2.73428 -0.572
C -1.07803 -2.34295 -2.25384 -0.189
C -3.67350 -0.06788 1.86273 -0.695
C 3.88500 0.37830 3.44980 -0.406
C -4.55199 1.43876 -0.09715 -1.445
C -1.30729 0.40103 1.30416 0.379
C -1.32859 -3.98991 -0.56698 0.480
C 0.07768 -0.83567 -5.95498 -0.649
C 5.32917 3.75334 -0.55946 -0.414
C -1.94937 -3.19047 -3.19706 -1.530
C -2.17766 0.55222 3.46615 -0.161
C 1.39743 4.28077 -2.35398 -0.355
H -2.29563 -4.28307 1.33691 0.252
H 4.09765 -0.60609 3.01411 0.139
H 1.16112 -0.67943 -5.92407 0.269
H -2.00905 -0.24390 -0.69430 0.147
H 3.62155 1.08152 2.65384 0.183
H 3.80015 7.25587 0.67729 0.272
H -0.34262 0.21225 -0.54665 0.398
H 4.13011 8.54783 -0.52053 0.294
H 4.87397 6.94485 -0.70091 0.131
H -1.74334 -1.00762 4.76089 0.270
H -1.28540 -1.32042 -2.52786 0.391
H -0.90292 -2.14770 1.09326 0.572
H -1.44976 1.47028 1.12316 0.331
H 3.69173 -1.67751 0.63124 0.316
H -2.93147 -3.32259 -2.75788 0.354
H -2.80017 0.31480 5.48664 0.298
H -0.12196 -1.86183 -6.25707 0.225
H -4.54103 -6.27428 3.13169 0.221
H -2.22149 -5.70093 0.26641 0.436
H -4.99701 -7.97950 2.93316 0.275
H 6.74826 2.90723 -1.56405 0.297
H -3.82467 1.01069 -0.77474 0.286
H 2.17828 4.31859 -3.11892 0.247
H -0.36536 -0.15602 -6.69186 0.277
H 0.01793 5.07047 -3.48481 0.275
H 5.58385 -0.40307 1.01712 0.272
H 4.52250 3.34919 -1.17586 0.229
H 5.67097 -0.18703 -0.74555 0.250
H 4.77531 0.73772 3.96810 0.314
H -3.42997 2.10515 1.61752 0.368
H 5.00011 3.79313 0.47512 0.262
H -0.01617 -2.50315 -2.44490 0.254
H 0.35282 -1.85360 -0.09455 0.344
H 2.11618 7.53002 -0.87909 0.285
H -1.46232 -4.12704 -3.43737 0.283
H 4.29980 0.49359 0.15598 0.162
H -4.23477 -0.27328 2.75585 0.640
H -4.71728 2.47744 -0.37367 0.402
H -3.29342 -7.53300 3.22920 0.265
H 1.51218 3.37373 -1.76640 0.178
H -0.31544 0.27921 -4.39853 0.234
H -3.35955 -4.42784 -0.06286 0.206
H -5.50121 0.94190 -0.24438 0.376
H -5.03965 1.56967 1.92472 0.382
H 1.48180 5.14795 -1.70369 0.205
H 5.58048 4.76391 -0.89343 0.169
H -2.08503 -2.61799 -4.11029 0.436
H -3.73284 -7.92974 0.98772 0.268
H -2.03227 1.62478 3.35148 0.332
H 2.06703 -0.05980 3.92068 0.316
```

Results
Frontier orbital gap   7.151 eV
Multiplicity   1
Charge   -1
E_LUMO   2.14 eV
E_HOMO   -5.01 eV

***

# CH6S3

A 2-piece molecular cluster, CH6S3 overall (the ωB97M-V functional and the def2-TZVPD basis, OMol25).

```
10
Properties=species:S:1:pos:R:3:mulliken_charge:R:1
S -1.97539 -1.30187 1.64443 -0.132
S 1.29651 0.98096 1.05566 -0.221
S -2.29295 -1.31176 -0.45646 -0.187
C 1.17110 1.04965 -0.76291 -0.701
H -3.04502 -2.41969 -0.57023 0.148
H 2.19884 0.98920 -1.11341 0.272
H -1.01222 -0.37351 1.49796 0.144
H 2.32136 0.11581 1.06381 0.135
H 0.59632 0.27607 -1.27263 0.265
H 0.74146 1.99516 -1.08621 0.277
```

Results
Frontier orbital gap   8.682 eV
SMILES   CS.SS
Multiplicity   1
Charge   0
E_LUMO   0.24 eV
E_HOMO   -8.45 eV

***

| no. | energy (a.u.) |
| --- | --- |
| 1 | -1291.54715 |
| 2 | -4293.40281 |
| 3 | -4227.83634 |
| 4 | -1236.22673 |